#i
# C2H5ClN2S

A 2-piece molecular cluster, C2H5ClN2S overall (ωB97M-V with the def2-TZVPD basis set, the Open Molecules 2025 dataset).

## Properties
* LUMO energy (alpha / beta): -1.04 / -1.05 eV
* HOMO-LUMO gap (alpha / beta): 7.68 / 7.68 eV

The geometry in ORCA input format:
```
! wB97M-V def2-TZVPD RIJCOSX def2/J DEFGRID3
* xyz 0 1
C -1.0665 -0.2249 0.2332
C 0.2898 -0.3075 -0.0727
N -1.4856 -0.3280 1.4278
N 2.0827 -0.2991 -2.0185
S 0.6590 0.1725 -1.6405
Cl 0.8220 1.8461 2.0036
H -1.7574 -0.2598 -0.6405
H 1.1131 -0.6910 0.6842
H -2.5257 -0.3838 1.4706
H 2.6085 0.2848 -2.7898
H 0.7168 0.6020 2.0427
*
```

***

#ii
# C2H5ClN2S

A 2-piece molecular cluster, C2H5ClN2S overall (ωB97M-V with the def2-TZVPD basis set, the Open Molecules 2025 dataset).

## Properties
* LUMO energy: 0.72 eV
* HOMO-LUMO gap: 9.97 eV
* SMILES string: C1CSN=N1.Cl

The geometry in ORCA input format:
```
! wB97M-V def2-TZVPD RIJCOSX def2/J DEFGRID3
* xyz 0 1
C 0.1402 0.0793 0.9488
C -1.0399 0.0542 -0.0506
S -0.4210 1.0749 -1.4661
N 1.0518 1.3768 -0.7106
N 1.2482 0.8305 0.3602
H -0.0905 0.3132 2.0222
H 0.5641 -0.8911 1.2375
H -1.3026 -0.9391 -0.4802
H -1.8893 0.4954 0.3653
Cl 2.7579 -0.1929 -3.6488
H 1.9934 0.8678 -3.6928
*
```

***

Short version: #i is the least stable of them.

***

#i
# C3H5NS2

The molecule C3H5NS2 (ωB97M-V with the def2-TZVPD basis set, the Open Molecules 2025 dataset).

## Properties
* LUMO energy: 0.53 eV
* HOMO-LUMO gap: 9.06 eV
* SMILES string: S=C1CCN1S

The geometry in ORCA input format:
```
! wB97M-V def2-TZVPD RIJCOSX def2/J DEFGRID3
* xyz 0 1
S -0.8770 1.5870 0.9201
C -0.1525 0.0989 0.8365
C 0.1767 -1.2621 1.5903
C 0.4298 -1.9424 0.1471
N 0.2703 -0.4625 -0.3730
S 0.3760 0.2351 -1.8613
H -0.6531 -1.7519 2.3652
H 1.2046 -1.1775 2.1291
H -0.3052 -2.6980 -0.2102
H 1.5247 -2.2831 -0.1882
H 1.6294 0.6280 -1.8689
*
```

***

#ii
# C3H5NS2

The molecule C3H5NS2 (ωB97M-V with the def2-TZVPD basis set, the Open Molecules 2025 dataset).

## Properties
* LUMO energy: -0.22 eV
* HOMO-LUMO gap: 8.32 eV
* SMILES string: C=NSCC=S

The geometry in ORCA input format:
```
! wB97M-V def2-TZVPD RIJCOSX def2/J DEFGRID3
* xyz 0 1
C 2.2699 -0.8669 -0.3413
N 1.0617 -0.5921 -0.1472
S 0.5367 0.9492 -0.6415
C -0.9856 1.0102 0.2997
C -1.7749 -0.2761 0.2390
S -3.0944 -0.3306 -0.6127
H 3.0376 -0.1644 -0.6904
H 2.6276 -1.8805 -0.1346
H -1.5913 1.8274 -0.1082
H -0.7936 1.3479 1.3438
H -1.2937 -1.0242 0.7935
*
```

***

#iii
# C3H5NS2

C3H5NS2 as an isolated structure (ωB97M-V with the def2-TZVPD basis set, the Open Molecules 2025 dataset).

## Properties
* LUMO energy: 0.80 eV
* HOMO-LUMO gap: 10.52 eV

The geometry in ORCA input format:
```
! wB97M-V def2-TZVPD RIJCOSX def2/J DEFGRID3
* xyz 0 1
C -0.0905 -0.1761 0.6871
C 0.3584 0.4535 1.8415
C 0.0924 0.8091 -0.3638
N 0.6458 1.9328 -0.0018
S 0.8903 1.9963 1.5960
S -1.0754 -1.4065 -2.3786
H -0.3145 -1.1950 0.7220
H 0.3224 0.1549 2.8850
H -0.1800 0.6824 -1.4416
H 0.1415 -1.9095 -2.5216
H -0.7904 -1.3419 -1.0242
*
```

***

Short version: #i is the least stable of them.

***

#i
# C8H12N2

C8H12N2 as an isolated structure (ωB97M-V with the def2-TZVPD basis set, the Open Molecules 2025 dataset).

## Properties
* LUMO energy: 1.04 eV
* HOMO-LUMO gap: 8.47 eV

The geometry in ORCA input format:
```
! wB97M-V def2-TZVPD RIJCOSX def2/J DEFGRID3
* xyz 0 1
C 2.3719 -0.9017 0.7528
C -0.4972 0.9368 -1.3439
C -1.4348 -0.6247 0.1313
C 1.6035 -0.7801 -0.5004
C 1.0218 -1.4406 0.7303
C 0.7117 0.4474 -0.3586
C -1.6746 0.7948 -0.4047
C -0.0363 -0.3472 0.6524
N -1.4542 1.7601 0.7679
N -0.9808 0.9944 1.8277
H 3.0393 -1.6740 0.6473
H 2.5364 -0.0120 1.2198
H -0.1242 1.9101 -1.6151
H -0.6355 0.3508 -2.1417
H -2.2671 -0.9963 0.7516
H -1.6235 -1.2560 -0.8079
H 1.7316 -1.2315 -1.5182
H 0.7502 -2.3618 0.9414
H 1.3038 1.1347 0.1365
H -2.6561 1.1343 -0.6839
H -0.8023 2.4991 0.6249
H -1.6186 0.3872 2.2924
*
```

***

#ii
# C8H12N2

C8H12N2 as an isolated structure (ωB97M-V with the def2-TZVPD basis set, the Open Molecules 2025 dataset).

## Properties
* LUMO energy: 0.69 eV
* HOMO-LUMO gap: 8.40 eV

The geometry in ORCA input format:
```
! wB97M-V def2-TZVPD RIJCOSX def2/J DEFGRID3
* xyz 0 1
C -1.7543 1.4768 -0.2256
C -1.1561 0.2249 -0.7050
C 0.2187 -0.0011 -0.3747
C 0.8541 -1.1494 -0.6038
C 2.2860 -1.3407 -0.2883
C 3.0380 -0.2551 0.2682
C 2.3415 0.9511 0.4346
C 0.9871 1.1016 0.2204
H -2.6771 1.4359 -0.2586
H -1.5828 1.8523 0.7303
H -1.3418 1.8559 -0.9777
H -1.0398 0.0872 -2.0098
H -3.1034 -0.9102 -0.7462
H -2.3304 -2.0904 1.5935
H -0.8040 -0.6281 1.4446
H 0.0681 -1.8111 -1.2027
H 2.5957 -2.4371 -0.4660
H 4.1341 -0.4814 0.5425
H 3.0696 1.9420 1.0835
H 0.2346 2.1824 0.3601
N -2.0205 -0.9822 -0.1630
N -2.0173 -1.0232 1.3438
*
```

***

Short version: #ii is the least stable of them.

***

#i
# C4H13N5

C4H13N5 as an isolated structure (ωB97M-V with the def2-TZVPD basis set, the Open Molecules 2025 dataset).

## Properties
* LUMO energy: 0.72 eV
* HOMO-LUMO gap: 8.97 eV

The geometry in ORCA input format:
```
! wB97M-V def2-TZVPD RIJCOSX def2/J DEFGRID3
* xyz 0 1
C -0.2912 1.7502 -1.3402
N 1.3516 -0.0255 -1.0239
C 0.2233 0.6256 -0.4645
N 1.1242 -0.6736 -2.2629
N 0.4237 0.8903 0.9035
H 1.8427 -0.5725 -0.3231
H 0.9250 -1.6640 -2.1378
H 1.9585 -0.5820 -2.8299
H 0.0907 1.8141 1.1600
H -1.2472 2.1213 -0.9707
H 0.4333 2.5648 -1.3242
H -0.4058 1.3961 -2.3640
C 0.2200 -1.4633 1.9127
C -0.5534 -0.2070 1.6015
N -1.0190 -0.4734 -0.2026
N -1.4147 0.1822 2.4813
H -1.0005 -1.3087 -0.7814
H -1.9537 -0.0771 -0.2346
H -1.9160 1.0296 2.2155
H -0.4546 -2.2068 2.3383
H 0.6631 -1.8812 1.0103
H 0.9999 -1.2390 2.6366
*
```

***

#ii
# C4H13N5

A 2-piece molecular cluster, C4H13N5 overall (ωB97M-V with the def2-TZVPD basis set, the Open Molecules 2025 dataset).

## Properties
* LUMO energy: 0.97 eV
* HOMO-LUMO gap: 8.68 eV
* SMILES string: NN=C(N)N.C=CNC

The geometry in ORCA input format:
```
! wB97M-V def2-TZVPD RIJCOSX def2/J DEFGRID3
* xyz 0 1
N 0.3991 0.9813 2.2479
N -0.6501 0.4768 1.4716
C -0.9019 1.0644 0.3422
N -2.1019 0.7409 -0.2843
N -0.3564 2.2900 -0.0386
H 0.2947 0.5978 3.1818
H 0.4204 2.0007 2.2748
H -2.4917 -0.1146 0.0851
H -2.0219 0.7119 -1.2934
H -0.6984 2.6320 -0.9237
H 0.6494 2.3330 0.0300
C 0.2944 -0.6273 -2.1292
C 1.0423 -0.3071 -1.0640
N 1.3173 -1.1194 0.0424
C 0.5006 -2.2751 0.3227
H 0.3745 -0.0617 -3.0414
H -0.4079 -1.4425 -2.1216
H 1.7535 0.5082 -1.1479
H 1.6948 -0.6512 0.8556
H 0.9332 -2.8178 1.1618
H 0.4829 -2.9251 -0.5518
H -0.5268 -1.9954 0.5802
*
```

***

Short version: #i is the least stable of them.

***

#i
# C3H4O

The molecule C3H4O (ωB97M-V with the def2-TZVPD basis set, the Open Molecules 2025 dataset).

## Properties
* LUMO energy: 0.81 eV
* HOMO-LUMO gap: 10.95 eV
* SMILES string: C#CCO

The geometry in ORCA input format:
```
! wB97M-V def2-TZVPD RIJCOSX def2/J DEFGRID3
* xyz 0 1
C -0.6836 1.4903 -1.1864
C -0.3358 0.6298 -0.3899
C 0.1422 -0.6404 0.7629
O 1.3781 -1.2308 0.5456
H -1.1182 2.3183 -1.6694
H -0.7570 -1.1704 0.5451
H 0.1132 0.0461 1.7567
H 1.2611 -1.4430 -0.3647
*
```

***

#ii
# C3H4O

The molecule C3H4O (ωB97M-V with the def2-TZVPD basis set, the Open Molecules 2025 dataset).

## Properties
* LUMO energy: 0.08 eV
* HOMO-LUMO gap: 10.01 eV
* SMILES string: C=CC=O

The geometry in ORCA input format:
```
! wB97M-V def2-TZVPD RIJCOSX def2/J DEFGRID3
* xyz 0 1
C -0.1883 -0.0360 0.9887
C 0.1475 0.1863 -0.2872
C -0.0604 -0.8499 -1.2586
O -0.3749 -1.9052 -0.8126
H 0.0936 0.5313 1.9742
H -0.8277 -0.8892 1.3420
H 0.6899 1.2114 -0.5295
H 0.2412 -0.9051 -2.3080
*
```

***

#iii
# C3H4O

The molecule C3H4O (ωB97M-V with the def2-TZVPD basis set, the Open Molecules 2025 dataset).

## Properties
* LUMO energy: 0.69 eV
* HOMO-LUMO gap: 9.09 eV
* SMILES string: C=C=CO

The geometry in ORCA input format:
```
! wB97M-V def2-TZVPD RIJCOSX def2/J DEFGRID3
* xyz 0 1
C 1.5197 -0.4279 -0.2437
C 0.3474 -0.1044 0.2256
C -0.9494 -0.0055 0.2934
O -1.6294 1.1313 -0.0315
H 0.8458 -1.1496 -0.8327
H 2.4206 -0.3514 0.3976
H -1.5777 -0.8341 0.5935
H -0.9770 1.7416 -0.4023
*
```

***

Short version: #iii is the least stable of them.

***

#i
# C7H13FN2

The molecule C7H13FN2 (ωB97M-V with the def2-TZVPD basis set, the Open Molecules 2025 dataset).

## Properties
* LUMO energy: 0.73 eV
* HOMO-LUMO gap: 8.65 eV

The geometry in ORCA input format:
```
! wB97M-V def2-TZVPD RIJCOSX def2/J DEFGRID3
* xyz 0 1
C 1.0860 0.4579 -0.2181
C 0.1633 -1.6376 -0.8808
C 0.5438 -0.6585 0.1948
C 0.1842 -1.1056 1.5285
C 0.0704 2.6492 0.6150
C -0.9569 -1.0734 -2.9232
C 1.2866 1.7535 0.5710
N -2.1073 -1.0063 -0.8481
N -1.0366 -1.1792 -1.5770
F 1.5382 1.3347 1.8987
H 0.9727 -1.7237 -1.6467
H -0.0301 -2.5888 -0.4650
H -1.9452 -1.3729 0.0853
H 1.2410 -1.3747 2.1162
H -0.3346 -2.0523 1.7267
H -0.3718 -0.3137 2.1253
H 0.3076 3.5670 0.0828
H -0.7484 2.2025 0.1924
H -0.0811 2.8390 1.7302
H -1.9592 -0.5875 -3.2195
H 1.2677 0.5100 -1.2980
H -0.0979 -0.8114 -3.3981
H 2.1208 2.3379 0.1884
*
```

***

#ii
# C7H13FN2

C7H13FN2 as an isolated structure (ωB97M-V with the def2-TZVPD basis set, the Open Molecules 2025 dataset).

## Properties
* LUMO energy: 0.88 eV
* HOMO-LUMO gap: 10.80 eV

The geometry in ORCA input format:
```
! wB97M-V def2-TZVPD RIJCOSX def2/J DEFGRID3
* xyz 0 1
C -0.6596 1.7065 -0.4525
C 1.5375 0.1485 -0.0260
C -2.3606 -1.0450 -0.7634
C -1.2978 -0.8193 1.4183
C 3.7989 0.1303 -0.0093
C -0.2531 0.3302 -0.7332
C -1.0027 -0.8841 -0.1302
N -1.5777 2.0427 0.3166
N 2.5158 0.3318 -0.7087
F 1.5142 -0.2736 1.2203
H -0.0048 2.4212 -1.0501
H -3.1908 -0.5216 -0.2237
H -2.3502 -0.5836 -1.6398
H -2.6216 -2.0891 -0.8923
H -2.0641 0.0144 1.5165
H -1.6446 -1.8892 1.6213
H -0.3282 -0.7611 2.0291
H 4.3414 -0.5863 -0.6056
H 3.5859 -0.2874 0.9325
H 4.3338 1.0774 -0.1069
H -0.3441 0.2058 -1.8070
H -0.4048 -1.7667 -0.2397
H -1.5229 3.0981 0.3337
*
```

***

Short version: #i is the least stable of them.